{
  "formula": "C36H43F4N3O24S2",
  "method": "ωB97M-V with the def2-TZVPD basis set",
  "symbols": ["C", "C", "C", "C", "C", "C", "N", "O", "O", "H", "H", "H", "H", "H", "C", "C", "C", "C", "C", "C", "N", "O", "O", "H", "H", "H", "H", "H", "C", "C", "C", "C", "C", "C", "N", "O", "O", "H", "H", "H", "H", "H", "O", "S", "O", "O", "C", "C", "C", "H", "H", "H", "H", "H", "H", "H", "H", "O", "S", "O", "O", "C", "C", "C", "H", "H", "H", "H", "H", "H", "H", "H", "C", "C", "O", "C", "O", "O", "F", "H", "H", "H", "C", "C", "O", "C", "O", "O", "F", "H", "H", "H", "C", "C", "O", "C", "O", "O", "F", "H", "H", "H", "C", "C", "O", "C", "O", "O", "F", "H", "H", "H"],
  "xyz": [[-11.8361, 9.8732, 14.3858], [-12.5206, 8.8805, 13.7220], [-13.0191, 9.1377, 12.4588], [-12.7241, 10.3656, 11.8920], [-11.9635, 11.3505, 12.5228], [-11.5278, 11.0931, 13.8191], [-13.2645, 10.7220, 10.5765], [-12.5872, 11.4660, 9.8992], [-14.3164, 10.2112, 10.2532], [-11.4532, 9.6852, 15.3839], [-12.6764, 7.9555, 14.2604], [-13.6861, 8.4849, 11.9124], [-11.6718, 12.2874, 12.0696], [-11.0996, 11.8784, 14.4261], [-2.4707, 14.5166, 3.1725], [-3.0421, 13.7826, 4.2248], [-4.3571, 13.3278, 4.1450], [-5.1214, 13.6900, 3.0473], [-4.5587, 14.3928, 1.9813], [-3.2791, 14.8774, 2.1202], [-6.5590, 13.3995, 3.0396], [-7.0849, 13.0088, 4.0587], [-7.1790, 13.7395, 2.0555], [-1.4829, 14.9387, 3.2948], [-2.4236, 13.7206, 5.1109], [-4.6561, 12.8644, 5.0765], [-5.2496, 14.6815, 1.2049], [-2.8460, 15.5260, 1.3659], [-9.6811, 14.1447, 9.3891], [-10.0213, 13.1559, 8.4401], [-8.9725, 12.6361, 7.7221], [-7.6725, 13.1239, 7.8619], [-7.3454, 14.0014, 8.8692], [-8.3769, 14.5461, 9.6041], [-6.6295, 12.5345, 7.0328], [-6.7521, 11.4064, 6.6117], [-5.5683, 13.1505, 6.9837], [-10.4874, 14.5667, 9.9793], [-11.0523, 12.9278, 8.2174], [-9.1879, 11.9127, 6.9432], [-6.3129, 14.1484, 9.1524], [-8.2036, 15.1642, 10.4734], [-1.4321, 6.7663, 3.4979], [-1.9245, 8.0350, 3.0154], [-2.3707, 8.2017, 1.6675], [-3.1823, 8.3377, 4.0101], [-4.0065, 9.4772, 3.6917], [-4.7218, 9.8505, 5.0103], [-0.7623, 9.3609, 3.4713], [-4.7335, 9.1772, 2.9399], [-3.4200, 10.3442, 3.3818], [-4.0947, 10.4556, 5.6566], [-5.1641, 8.9933, 5.5116], [-5.5707, 10.4341, 4.6445], [-0.8783, 9.7500, 4.4777], [-0.9705, 10.1322, 2.7325], [0.2243, 8.9192, 3.3572], [-12.7147, 15.5691, 13.8089], [-13.5029, 15.1967, 12.6643], [-12.8263, 14.8509, 11.4355], [-14.4022, 13.8849, 13.0510], [-15.1008, 13.3349, 11.9231], [-16.3004, 12.5097, 12.3715], [-14.8557, 16.3950, 12.2638], [-14.3712, 12.7294, 11.3979], [-15.5784, 14.0939, 11.3019], [-16.8203, 12.0224, 11.5521], [-16.9599, 13.1704, 12.9398], [-16.0296, 11.7401, 13.0999], [-15.7477, 16.1290, 12.8229], [-14.9789, 16.3199, 11.1882], [-14.5297, 17.3915, 12.5499], [-8.0231, 8.8189, 4.3541], [-9.3227, 8.0601, 4.2901], [-9.2558, 7.5058, 2.9948], [-8.4518, 8.2893, 2.2011], [-8.4309, 8.2564, 1.0248], [-7.6679, 9.0707, 2.9955], [-10.3814, 8.9254, 4.3891], [-7.2134, 8.1931, 4.7403], [-8.0030, 9.7616, 4.8973], [-9.4538, 7.2836, 5.0379], [-9.9883, 8.4974, 10.0035], [-9.4612, 9.6319, 9.1790], [-8.9749, 9.0019, 8.0402], [-8.8358, 7.6531, 8.2933], [-8.3477, 6.8686, 7.5533], [-9.1925, 7.3851, 9.5553], [-8.5337, 10.3665, 9.8729], [-10.9699, 8.1909, 9.6154], [-10.0974, 8.6478, 11.0726], [-10.3036, 10.2967, 8.9694], [-5.1477, 17.4880, 9.7542], [-5.2594, 18.9754, 9.3761], [-6.6180, 19.2620, 9.5683], [-7.3164, 18.1071, 9.5393], [-8.5028, 18.0358, 9.4703], [-6.5029, 17.0540, 9.7507], [-4.8850, 19.2017, 8.0884], [-4.7212, 17.3517, 10.7455], [-4.5926, 16.9779, 8.9678], [-4.6011, 19.5811, 9.9961], [-12.3616, 16.6093, 8.7465], [-11.4287, 17.2556, 7.7402], [-12.3005, 18.1649, 7.0752], [-13.1249, 18.6433, 8.0353], [-13.6877, 19.6823, 8.0329], [-13.2670, 17.6903, 9.0121], [-10.9995, 16.3834, 6.7778], [-11.6883, 16.4316, 9.5878], [-12.8649, 15.6864, 8.4753], [-10.5802, 17.8048, 8.1523]],
  "total_energy_ha": -4563.18213,
  "homo_lumo_gap_ha": 0.3314,
  "de_lowest_kcal_mol": 0.0,
  "total_charge": 0,
  "smiles": "O=[N+]([O-])c1ccccc1.O=[N+]([O-])c1ccccc1.O=[N+]([O-])c1ccccc1.O=C1OC[C@@H](F)O1.O=C1OC[C@@H](F)O1.O=C1OC[C@@H](F)O1.O=C1OC[C@@H](F)O1.CCOS(C)(=O)=O.CCOS(C)(=O)=O"
}

{
  "formula": "C36H43GeN3O7PS3V",
  "method": "ωB97M-V with the def2-TZVPD basis set",
  "symbols": ["V", "O", "C", "C", "C", "C", "C", "C", "C", "O", "N", "O", "O", "H", "H", "H", "H", "C", "C", "C", "O", "P", "S", "S", "O", "C", "C", "C", "H", "H", "H", "H", "H", "H", "H", "H", "H", "H", "H", "H", "H", "H", "Ge", "C", "C", "C", "C", "C", "C", "C", "C", "C", "C", "C", "C", "H", "H", "H", "H", "H", "H", "H", "H", "H", "H", "H", "C", "C", "C", "N", "C", "S", "N", "C", "O", "C", "C", "C", "C", "C", "C", "H", "H", "H", "H", "H", "H", "H", "H", "H", "H", "H", "H", "H", "H"],
  "xyz": [[0.6589, 0.3916, -0.0244], [1.2563, 0.6874, 1.7133], [0.8333, 1.2780, 2.7368], [-0.4057, 1.9573, 2.7898], [-0.7819, 2.6571, 3.9628], [-1.9796, 3.3134, 3.9725], [-2.8536, 3.2995, 2.8684], [-2.5143, 2.6205, 1.7346], [-1.2723, 1.9350, 1.6570], [-0.9648, 1.2983, 0.5805], [-2.3806, 4.0608, 5.1745], [-1.6233, 4.0339, 6.1193], [-3.4385, 4.6488, 5.1242], [1.4781, 1.2341, 3.6203], [-0.1389, 2.6766, 4.8296], [-3.7915, 3.8290, 2.9460], [-3.1762, 2.5845, 0.8814], [3.8400, 3.1496, 1.1759], [4.5391, 2.4279, 0.0428], [5.8214, 3.1083, -0.3845], [3.6178, 2.4187, -1.0875], [3.4962, 1.1610, -2.0590], [2.5798, 1.6245, -3.6771], [2.6950, -0.3363, -0.8000], [4.9922, 0.7103, -2.1973], [5.5866, -0.5444, -2.6478], [4.7138, -1.2567, -3.6565], [5.9544, -1.3820, -1.4438], [4.4502, 3.1157, 2.0774], [2.8793, 2.6842, 1.3912], [3.6746, 4.1954, 0.9186], [4.7283, 1.3864, 0.3247], [5.6090, 4.1183, -0.7372], [6.3098, 2.5551, -1.1824], [6.5030, 3.1756, 0.4616], [6.5005, -0.1881, -3.1355], [3.7758, -1.5898, -3.2094], [5.2458, -2.1377, -4.0103], [4.4889, -0.6202, -4.5092], [5.0721, -1.7822, -0.9477], [6.5298, -0.7983, -0.7276], [6.5688, -2.2170, -1.7730], [-0.6685, -1.7715, 0.2295], [0.0983, -3.2655, -0.7336], [1.3914, -3.7347, -0.5112], [1.8711, -4.8272, -1.2105], [1.0678, -5.4584, -2.1505], [-0.2178, -4.9983, -2.3852], [-0.6986, -3.9031, -1.6816], [-0.6395, -1.9523, 2.1707], [-1.8445, -2.0019, 2.8668], [-1.8643, -2.2231, 4.2366], [-0.6761, -2.3998, 4.9243], [0.5333, -2.3496, 4.2425], [0.5484, -2.1257, 2.8778], [-2.1225, -1.5883, -0.2241], [2.0347, -3.2568, 0.2209], [2.8719, -5.1896, -1.0236], [1.4461, -6.3084, -2.6998], [-0.8471, -5.4896, -3.1125], [-1.7048, -3.5515, -1.8758], [-2.7825, -1.8665, 2.3411], [-2.8061, -2.2599, 4.7637], [-0.6895, -2.5840, 5.9885], [1.4611, -2.4931, 4.7771], [1.5051, -2.0786, 2.3643], [1.5613, 5.2577, -3.1344], [0.8903, 5.0765, -1.7799], [-0.3952, 4.2793, -1.8612], [-0.0856, 2.8869, -2.1830], [-0.9284, 1.8725, -2.2481], [-0.3255, 0.2572, -2.2032], [-2.2639, 2.0715, -2.3095], [-3.0294, 3.0625, -2.9963], [-4.1477, 3.2729, -2.6123], [-2.4071, 3.7062, -4.1751], [-1.4545, 3.0576, -4.9578], [-0.9175, 3.7062, -6.0568], [-1.3251, 4.9957, -6.3683], [-2.2884, 5.6357, -5.6000], [-2.8395, 4.9909, -4.5079], [2.4652, 5.8586, -3.0389], [0.8921, 5.7642, -3.8292], [1.8537, 4.3043, -3.5807], [0.6369, 6.0484, -1.3527], [1.5682, 4.5939, -1.0771], [-1.0491, 4.7059, -2.6201], [-0.9292, 4.2781, -0.9054], [0.8844, 2.6495, -2.3869], [-2.8311, 1.3203, -1.9309], [-1.1484, 2.0439, -4.7395], [-0.1854, 3.2043, -6.6715], [-0.8987, 5.5010, -7.2232], [-2.6145, 6.6322, -5.8583], [-3.5987, 5.4647, -3.9036]],
  "total_energy_ha": -6645.25232,
  "spin_multiplicity": 2,
  "homo_lumo_gap_ha": [0.2586, 0.2506],
  "de_lowest_kcal_mol": 25.9,
  "total_charge": 1
}